Entry 1:
{"formula": "C51H41BrF10N4O5PS2SeTeZn", "method": "ωB97M-V/def2-TZVPD", "elements": ["Te", "Br", "Se", "Zn", "S", "S", "P", "F", "F", "F", "F", "F", "F", "F", "F", "F", "F", "O", "O", "O", "O", "O", "N", "N", "N", "N", "C", "C", "C", "C", "C", "C", "C", "C", "C", "C", "C", "C", "C", "C", "C", "C", "C", "C", "C", "C", "C", "C", "C", "C", "C", "C", "C", "C", "C", "C", "C", "C", "C", "C", "C", "C", "C", "C", "C", "C", "C", "C", "C", "C", "C", "C", "C", "C", "C", "C", "C", "H", "H", "H", "H", "H", "H", "H", "H", "H", "H", "H", "H", "H", "H", "H", "H", "H", "H", "H", "H", "H", "H", "H", "H", "H", "H", "H", "H", "H", "H", "H", "H", "H", "H", "H", "H", "H", "H", "H", "H", "H"], "xyz": [[1.2048, -1.3065, -1.3529], [2.6548, 2.0816, -0.5471], [-2.9376, 3.6428, 0.1343], [-0.3214, 1.8680, -0.5528], [0.6931, 4.7839, -1.6530], [0.3141, 2.6863, -3.5249], [0.3308, 2.3978, 2.0238], [-1.6584, 5.3206, -2.6889], [-1.0124, 6.6865, -1.1389], [6.2155, 2.1455, 3.1384], [5.3558, 1.9152, 0.5996], [4.4241, 2.5833, 5.1452], [1.8272, 2.7734, 4.6108], [2.7257, 1.8032, -4.0664], [1.9528, 3.1971, -5.5286], [-0.1262, 6.7891, -3.1130], [1.1841, 1.1739, -5.4454], [1.8124, 5.5791, -1.2771], [-0.8759, 2.8981, -4.2728], [-1.0500, -1.9569, -1.1565], [0.0419, 4.0193, -0.5936], [0.3186, 1.5378, -2.6036], [1.0205, 3.9405, -2.9245], [-0.1654, -0.1656, -0.2158], [-2.2023, 2.3828, -0.9894], [-4.5737, 2.9189, 0.0562], [-0.3450, -1.1677, 3.8304], [-1.0074, -0.8521, 5.0059], [1.8721, -4.5465, 2.3061], [2.4436, -3.2877, 2.2949], [-1.1847, -1.0028, -0.3320], [1.4628, -2.7997, 0.1478], [2.3191, -4.3376, -4.2335], [0.4209, 6.4138, 2.7469], [1.2726, -4.4722, -5.1327], [-4.2283, -0.2023, -2.6489], [4.9151, 2.2340, 2.8679], [-2.6827, 0.1255, 1.3412], [3.1049, 2.2085, 1.2812], [2.9565, -1.0820, 1.3367], [4.0011, 2.4533, 3.8890], [-0.8158, 1.4918, 4.4864], [-2.3585, -0.9852, 0.5711], [-4.5098, 1.8909, -0.8163], [1.6357, 2.1976, -4.7193], [-0.8487, 6.6763, 3.2374], [1.1526, -2.6086, -3.0653], [2.2889, -3.4077, -3.1970], [0.8932, -4.0875, 0.1126], [-4.1466, -2.2143, 1.6062], [0.7919, 5.1157, 2.4381], [-0.1785, 1.1804, 3.2897], [-0.6188, 5.9697, -2.1889], [0.1314, -4.7050, -1.0303], [-1.2349, 0.4778, 5.3339], [-5.4662, 0.0449, -2.0390], [-0.9962, -1.6570, -4.0217], [0.0582, -0.1574, 2.9741], [-0.1036, 4.0638, 2.6151], [2.6523, 2.5366, 3.5880], [4.4595, 2.1187, 1.5639], [2.2531, -2.4069, 1.2331], [3.4907, -3.3340, -2.2901], [2.1591, 2.3968, 2.2930], [-1.3859, 4.3389, 3.0853], [1.3117, -5.4988, -6.2281], [-5.6134, 1.0783, -1.1428], [-1.7504, 5.6364, 3.4065], [2.0511, -5.4807, 3.4675], [0.1327, -2.6425, -4.0143], [-3.1290, 0.5748, -2.3454], [-3.2416, 1.6055, -1.4111], [-3.0965, -2.1584, 0.7059], [1.1134, -4.9202, 1.2050], [-3.7443, 0.0738, 2.2260], [-4.4733, -1.0976, 2.3634], [0.1999, -3.5969, -5.0212], [2.9202, -0.7171, 2.3641], [0.4601, -6.1761, -6.1514], [2.4089, -6.4546, 3.1334], [2.5318, -0.3110, 0.6968], [3.1955, -4.9667, -4.3385], [-0.7278, -0.7537, -3.4754], [1.2645, -5.0250, -7.2090], [0.5365, -0.4118, 2.0348], [-5.3031, -1.1377, 3.0561], [-1.8954, -2.0649, -3.5606], [2.2226, -6.0922, -6.1812], [-2.8387, -3.0145, 0.0999], [1.1237, 7.2205, 2.5924], [-1.3448, -1.6387, 5.6671], [3.0477, -2.9649, 3.1344], [-0.4885, -3.9999, -1.5697], [-2.1143, 3.5453, 3.1820], [-6.5646, 1.2889, -0.6745], [-2.7488, 5.8347, 3.7704], [-2.1194, 1.0424, 1.2405], [-6.3169, -0.5750, -2.2872], [-0.9710, 2.5207, 4.7742], [4.3696, -3.6782, -2.8324], [-2.1776, 0.4185, -2.8313], [1.7782, 4.9341, 2.0308], [1.1024, -5.6413, 3.9811], [-0.5957, -3.6309, -5.7568], [-4.1385, -0.9992, -3.3754], [-0.1624, -2.2012, 3.5598], [-1.2297, -1.3674, -5.0462], [-4.0089, 0.9545, 2.7953], [4.0076, -1.1919, 1.0583], [0.6711, -5.9090, 1.1846], [-1.1381, 7.6895, 3.4787], [0.8277, -5.1563, -1.7392], [3.3705, -3.9640, -1.4092], [-4.7176, -3.1267, 1.7106], [2.7622, -5.0829, 4.1887], [-0.5065, -5.4989, -0.6435], [3.7045, -2.3184, -1.9459], [-1.7341, 0.7310, 6.2584]], "orbital_gap_ev": [4.9, 6.9], "lumo_ha": [-0.0192, -0.0194], "homo_ev": [-5.393, -7.414], "multiplicity": 2, "de_lowest_kj_mol": 0.0}

Entry 2:
{"formula": "C51H42FeN2O5S2", "method": "ωB97M-V/def2-TZVPD", "elements": ["Fe", "S", "S", "O", "O", "O", "O", "O", "N", "N", "C", "C", "C", "C", "C", "C", "C", "C", "C", "C", "C", "C", "C", "C", "C", "C", "C", "C", "C", "C", "C", "C", "C", "C", "C", "C", "C", "C", "C", "C", "C", "C", "C", "C", "C", "C", "C", "C", "C", "C", "C", "C", "C", "C", "C", "C", "C", "C", "C", "C", "C", "H", "H", "H", "H", "H", "H", "H", "H", "H", "H", "H", "H", "H", "H", "H", "H", "H", "H", "H", "H", "H", "H", "H", "H", "H", "H", "H", "H", "H", "H", "H", "H", "H", "H", "H", "H", "H", "H", "H", "H", "H", "H"], "xyz": [[-2.6081, -1.1852, 0.2041], [0.5684, 0.8277, 1.9666], [-1.1805, 1.0883, -1.1712], [0.2110, 1.2652, 3.3492], [-1.9778, -0.1861, -1.4871], [-2.5768, -2.9085, -0.7740], [-0.7275, -2.1382, 0.9715], [-2.9822, 0.3623, 1.3703], [-3.8270, -2.3501, 1.3620], [-3.5853, -3.6272, 1.1582], [2.1771, 0.1280, 2.0079], [3.2464, 0.6418, 2.7740], [1.3780, 2.4541, -0.2411], [-2.5112, -5.2100, -0.2414], [-2.9211, -3.8028, 0.0522], [2.9007, 0.7180, -1.1858], [0.2389, -4.0356, 2.0562], [1.8135, 6.2162, -2.0175], [1.5641, 1.1811, -0.9774], [-2.7212, -6.2389, 0.6557], [-3.9302, 0.4423, 2.2472], [-1.2023, -2.3628, 3.3365], [-2.1490, 2.5502, -4.8604], [-4.7061, -0.6583, 2.7708], [3.6198, -1.7127, 1.3321], [-5.8645, 0.7292, 4.3681], [6.0206, -1.8400, 1.9038], [5.4604, -0.1480, -1.6720], [0.8960, 3.5737, 1.8992], [-0.5983, -2.7884, 2.0044], [-2.2324, 3.9372, -4.6349], [4.6788, -1.1939, 2.0434], [-1.5572, 2.1656, -2.5480], [-1.8299, 1.6765, -3.8422], [3.0633, -0.4851, -1.8727], [1.9160, -1.2381, -2.2945], [0.9861, 2.4249, 1.1074], [-1.3143, -7.7132, -0.6416], [-1.7612, -5.4482, -1.4045], [-5.1927, 1.8121, 3.8310], [0.6777, -0.7518, -2.0815], [-1.1712, -6.6916, -1.5913], [-4.6045, -2.0134, 2.3155], [0.5209, 0.5146, -1.4836], [2.3784, -1.0826, 1.3182], [4.4705, -0.0208, 2.7403], [1.4658, 4.8412, -0.0382], [4.4081, -0.9275, -2.0583], [1.2684, 4.7575, 1.3509], [-2.1198, -7.4476, 0.4384], [-1.9784, 4.4352, -3.4021], [5.2977, 1.0167, -0.9378], [-5.6083, -0.5084, 3.8448], [1.9342, 5.0493, -2.8210], [-2.5012, 4.8586, -5.8669], [-1.6091, 3.5506, -2.3349], [1.5430, 3.6859, -0.8690], [-4.2901, 1.7008, 2.7565], [4.0080, 1.4286, -0.6736], [1.8337, 3.8121, -2.2720], [1.5980, 6.0841, -0.6917], [6.4627, -0.4970, -1.8662], [6.3656, -1.8956, 0.8697], [-2.0347, 5.4976, -3.2062], [1.5435, -1.4856, 0.7337], [1.2228, 5.7138, 1.8653], [1.5138, 6.9701, -0.0149], [-0.3694, -4.9453, 2.0640], [6.8221, -1.2793, 2.4096], [-5.1409, -2.7776, 2.8650], [-1.3841, 4.0362, -1.3791], [-2.3043, -8.2131, 1.1844], [-2.0861, -1.7089, 3.2237], [-5.3074, 2.7865, 4.2944], [-3.3357, -5.9984, 1.5281], [-2.3411, 2.2056, -5.8630], [0.8865, -4.0615, 2.9296], [6.0113, -2.8501, 2.2803], [0.6349, 3.4584, 2.9319], [-6.0452, -1.4264, 4.2027], [-0.5621, -6.8246, -2.4830], [5.3446, 0.3475, 3.2925], [-6.5359, 0.9304, 5.1855], [-3.2867, 4.4605, -6.4804], [-1.5957, 4.9607, -6.4687], [-1.3961, -3.1881, 4.0097], [-1.6291, -4.6574, -2.1199], [-2.7698, 5.8680, -5.5571], [3.7512, -2.6163, 0.7800], [2.1216, -2.1838, -2.7952], [2.0402, 5.1388, -3.8883], [3.1390, 1.5819, 3.3339], [-0.4285, -1.7568, 3.8246], [1.8223, 7.1738, -2.4822], [6.1736, 1.5315, -0.6117], [-1.8464, 0.6056, -4.0520], [3.8385, 2.3533, -0.1346], [1.8598, 2.8936, -2.8613], [-0.7942, -8.6586, -0.7965], [-0.2111, -1.3252, -2.2819], [4.5371, -1.8864, -2.5781], [-3.8021, 2.6061, 2.4141], [0.8113, -4.0986, 1.1496]], "orbital_gap_ev": [6.6, 6.6], "lumo_ha": [-0.0052, -0.0052], "homo_ev": [-6.760, -6.736], "multiplicity": 5, "de_lowest_kj_mol": 0.0}

Entry 3:
{"formula": "C51H42N2O4P2S2SiV", "method": "ωB97M-V/def2-TZVPD", "elements": ["V", "S", "S", "P", "P", "Si", "O", "O", "O", "O", "N", "N", "C", "C", "C", "C", "C", "C", "C", "C", "C", "C", "C", "C", "C", "C", "C", "C", "C", "C", "C", "C", "C", "C", "C", "C", "C", "C", "C", "C", "C", "C", "C", "C", "C", "C", "C", "C", "C", "C", "C", "C", "C", "C", "C", "C", "C", "C", "C", "C", "C", "C", "C", "H", "H", "H", "H", "H", "H", "H", "H", "H", "H", "H", "H", "H", "H", "H", "H", "H", "H", "H", "H", "H", "H", "H", "H", "H", "H", "H", "H", "H", "H", "H", "H", "H", "H", "H", "H", "H", "H", "H", "H", "H", "H"], "xyz": [[-0.4172, 0.7093, 0.5431], [3.1312, 0.2406, 2.1896], [-1.4854, -2.7654, -0.0157], [2.5966, -0.0310, 0.3046], [0.4442, -2.2721, -0.1152], [-0.8869, 2.3744, -1.3922], [0.4230, -3.6654, 3.4458], [0.6312, 2.2263, 1.1794], [0.3179, -1.7686, 2.2044], [0.9578, 3.7779, 2.7583], [-7.9662, 0.9404, 0.0403], [-0.9527, 0.8505, 2.7372], [3.9896, 3.6321, -0.9212], [0.0451, -1.7046, -2.8254], [-0.6661, 1.7835, -3.1930], [2.9352, 1.4774, -0.6928], [-6.8163, 0.8785, 0.0994], [3.3685, -4.4236, 1.8651], [3.7726, 3.6045, -2.2923], [-0.4331, 1.9341, 3.2603], [-3.5927, -1.4249, 5.0212], [5.0056, -1.4715, 0.1695], [0.7147, -2.5647, -1.9508], [-3.6584, 2.7128, -2.2407], [-4.9098, 3.3154, -2.2666], [1.6272, -3.6961, -3.8941], [-4.6819, -0.0947, -0.6253], [-2.4032, -1.0607, 2.9494], [0.1701, -1.8227, -4.2000], [3.8525, -1.1091, -0.5228], [-1.5484, 1.6557, 5.3398], [-3.0390, -0.3041, 5.5683], [-4.6791, 1.6779, 0.9995], [1.1727, -4.8940, 0.2515], [3.1172, 2.5226, -2.8632], [3.0343, -5.7261, 1.5250], [3.7188, -1.5033, -1.8507], [-3.2674, -1.8026, 3.7021], [1.9228, -5.9598, 0.7269], [5.9938, -2.2247, -0.4481], [0.9410, -0.5401, -0.0677], [0.2281, 3.8886, -1.1521], [-1.8201, 0.1039, 3.4910], [-3.2985, 1.6074, 1.0418], [-5.1456, 4.4681, -1.5288], [-2.5506, 0.6937, 0.2771], [-3.2979, -0.1302, -0.5772], [1.5252, -3.5834, 0.5637], [1.5064, -3.5635, -2.5126], [0.9664, -2.8256, -4.7455], [-4.1116, 5.0111, -0.7779], [5.8443, -2.6270, -1.7686], [-2.1403, 0.4861, 4.8149], [2.6081, -3.3593, 1.4017], [-2.6034, 3.2260, -1.4792], [4.7038, -2.2630, -2.4686], [0.4797, 2.7348, 2.3567], [-5.3880, 0.8092, 0.1692], [-2.8640, 4.3976, -0.7609], [0.3080, -2.4485, 3.2814], [3.5797, 2.5700, -0.1242], [-0.6961, 2.3811, 4.5688], [2.6941, 1.4712, -2.0639], [-1.7864, 1.9547, 6.3548], [-5.2120, 2.4055, 1.6000], [-4.2755, 5.9117, -0.1949], [-2.7912, 2.3158, 1.6903], [6.6111, -3.2258, -2.2476], [0.0058, 4.3833, -0.2032], [2.9125, 2.5034, -3.9279], [0.0735, 4.6070, -1.9672], [-5.2224, -0.7624, -1.2872], [5.1027, -1.1623, 1.2032], [-0.2094, 3.2880, 4.8963], [-0.3514, -1.1240, -4.8456], [-0.5755, -0.9209, -2.4118], [0.1939, -1.8162, 4.1964], [3.7385, 2.5757, 0.9463], [2.8284, -2.3599, 1.7562], [2.8361, -1.2357, -2.4123], [0.2851, -5.0739, -0.3432], [2.2570, -4.4812, -4.2983], [1.0692, -2.9211, -5.8207], [-1.5694, 1.2857, -3.5618], [1.2802, 3.6165, -1.1091], [-5.7094, 2.8696, -2.8483], [-2.7902, -0.8460, -1.2074], [4.2083, -4.2269, 2.5225], [4.0925, 4.4356, -2.9104], [2.0675, -4.2354, -1.8773], [4.4738, 4.4879, -0.4648], [-4.2737, -2.0362, 5.6012], [-0.4863, 2.6577, -3.8313], [-3.5154, 1.8027, -2.8121], [4.5630, -2.5754, -3.4972], [-2.0795, 4.8417, -0.1574], [-2.1291, -1.3871, 1.9540], [1.6261, -6.9743, 0.4856], [6.8799, -2.5062, 0.1102], [-6.1264, 4.9305, -1.5329], [-3.6880, -2.7061, 3.2783], [0.1642, 1.0920, -3.3161], [2.1644, 0.6386, -2.5070], [3.6188, -6.5578, 1.9039], [-3.2686, -0.0008, 6.5840]], "orbital_gap_ev": [6.7, 6.7], "lumo_ha": [0.1476, 0.1490], "total_charge": -2, "homo_ev": [-2.709, -2.605], "multiplicity": 2, "de_lowest_kj_mol": 103.9}

Entry 4:
{"formula": "C51H42N7O4PbSe", "method": "ωB97M-V/def2-TZVPD", "elements": ["Pb", "Se", "O", "O", "O", "O", "N", "N", "N", "N", "N", "N", "N", "C", "C", "C", "C", "C", "C", "C", "C", "C", "C", "C", "C", "C", "C", "C", "C", "C", "C", "C", "C", "C", "C", "C", "C", "C", "C", "C", "C", "C", "C", "C", "C", "C", "C", "C", "C", "C", "C", "C", "C", "C", "C", "C", "C", "C", "C", "C", "C", "C", "C", "C", "H", "H", "H", "H", "H", "H", "H", "H", "H", "H", "H", "H", "H", "H", "H", "H", "H", "H", "H", "H", "H", "H", "H", "H", "H", "H", "H", "H", "H", "H", "H", "H", "H", "H", "H", "H", "H", "H", "H", "H", "H", "H"], "xyz": [[0.3855, 0.5344, 0.4459], [0.4606, -1.5392, -2.2111], [-4.9831, 5.8243, 0.1636], [-5.2145, 5.1104, 2.3027], [-6.7364, 0.8906, 5.2096], [-7.2236, 1.9773, 3.3467], [-0.0122, 2.2968, -1.7114], [1.7697, -1.7913, -4.7557], [-1.8121, -1.2921, 1.9599], [0.0444, 1.4585, 2.7847], [-1.1904, 2.6710, 0.7057], [3.1494, -1.6998, -3.0750], [1.0849, -1.5678, 1.7409], [-5.1083, 0.8109, 3.4873], [5.9412, 2.0663, -0.3062], [-2.4277, -2.5848, -0.1631], [0.3728, -2.1233, 2.7783], [-1.8048, 3.1842, -0.3643], [-4.5744, -3.3276, -1.0307], [-3.0510, -3.4182, -1.2097], [-1.2554, 2.9259, -4.0911], [-3.4343, 4.2717, 1.0148], [2.3968, -1.8554, 1.6313], [-4.9887, 0.5923, 2.1160], [3.5021, -2.0247, -6.5825], [3.9375, -1.8269, -4.2049], [5.7617, -2.0197, -5.6966], [5.1920, 1.6122, 0.7826], [-3.8751, -0.0387, 1.5952], [1.8277, -1.6849, -3.3985], [-1.8796, 3.1829, -2.8848], [-0.9703, -1.9567, 2.9197], [-1.2147, 2.8697, -1.6992], [7.2314, 1.4540, 2.0695], [0.5885, 2.0635, -2.8730], [3.1210, -2.6283, 2.4958], [-1.6894, 2.9098, 1.9187], [-2.9115, -0.1396, 3.7988], [-2.8237, 3.6871, 2.1098], [7.3154, 2.2122, -0.2052], [1.0977, -2.9094, 3.7644], [-0.5554, 2.0329, 5.4095], [3.7711, 1.4436, 0.6789], [2.4199, -3.1505, 3.6226], [0.5487, -1.8170, -5.5292], [-2.0938, -1.9827, 0.8234], [-2.8494, -0.4727, 2.4427], [-0.9547, 2.3009, 3.0649], [0.4770, 1.1607, 5.1071], [3.0512, -1.8917, -5.2815], [7.9669, 1.9074, 0.9825], [-6.3897, 1.2406, 4.1116], [4.8772, -2.0867, -6.7725], [-1.2739, 2.6155, 4.3827], [2.5706, 1.2749, 0.5812], [0.7448, 0.9074, 3.7747], [-4.0389, 0.4752, 4.3093], [-2.9150, 4.0077, -0.2411], [5.8572, 1.3067, 1.9730], [-2.5976, -4.8716, -1.0220], [0.0134, 2.3673, -4.0944], [-4.6760, 5.1784, 1.1799], [-2.6844, -2.9510, -2.6230], [5.3060, -1.8888, -4.3908], [5.2805, 0.9467, 2.8148], [-1.7558, 3.1653, -5.0209], [-2.9264, -5.2548, -0.0556], [-0.8030, 2.2601, 6.4386], [6.8261, -2.0726, -5.8811], [-6.7265, 2.4405, 2.6480], [0.5427, 2.1662, -5.0161], [4.1729, -2.8114, 2.3310], [-2.8583, -1.8801, -2.7363], [-5.0786, -3.9135, -1.8036], [2.8148, -2.0804, -7.4157], [-3.3808, 4.5062, -1.0792], [-3.8108, -0.2460, 0.5360], [-4.8701, -3.7060, -0.0520], [1.0637, 0.6808, 5.8775], [0.3409, -2.8255, -5.8897], [-3.2941, -3.4870, -3.3556], [7.7318, 1.2109, 2.9984], [0.5435, -3.3009, 4.6093], [-2.0906, -0.4032, 4.4505], [2.9441, -3.7403, 4.3669], [2.8950, -1.3947, 0.7827], [-2.0763, 3.3032, 4.6004], [0.6397, -1.1383, -6.3773], [9.0403, 2.0232, 1.0606], [-4.1195, 0.6610, 5.3729], [-3.2671, 3.8620, 3.0792], [3.4516, -1.6208, -2.1177], [-0.2635, -1.4926, -4.8821], [-3.0178, -5.5003, -1.8115], [-5.7949, 0.8736, 1.4494], [1.5702, 1.6062, -2.8116], [-2.8681, 3.6165, -2.8643], [-4.9105, -2.2925, -1.1084], [1.5415, 0.2366, 3.4747], [7.8810, 2.5669, -1.0580], [-1.6327, -3.1383, -2.8325], [5.4286, 2.3067, -1.2287], [5.9916, -1.8357, -3.5559], [5.2684, -2.1891, -7.7756], [-1.4875, -2.4532, 3.7330], [-1.5099, -4.9393, -1.0633]], "orbital_gap_ev": 5.5, "lumo_ha": 0.0611, "total_charge": -1, "homo_ev": -3.859}

no.,energy (a.u.)
1,-11722.41315
2,-4514.45322
3,-5091.86736
4,-5247.22638